The following is a DFT calculation (the ωB97M-V functional and the def2-TZVPD basis) of a gas-phase ion, C5H11OS (charge +1).

Positions of all 18 atoms, in Å:
C: 1.1810 -0.5306 -0.7405
C: 1.7647 0.1356 0.5099
C: 0.5663 0.4739 -1.7461
C: 0.6140 0.9637 1.0114
C: -2.9787 -0.4566 0.5019
O: -1.7641 0.4386 -0.3796
S: -0.3762 1.5148 -0.5519
H: 1.8180 -1.2316 -1.2563
H: 0.3346 -1.0259 -0.4524
H: 2.0880 -0.6128 1.1642
H: 2.5937 0.7393 0.2304
H: 1.3632 1.1478 -2.1536
H: -0.1701 -0.0333 -2.4774
H: -0.1260 0.4550 1.6669
H: 0.9679 1.9142 1.4838
H: -3.6232 -0.7173 -0.2213
H: -3.2893 0.1270 1.3655
H: -2.1607 -1.1973 0.8300

The energy is -670.1453 Eh. As for the charge: +1. Its relative energy (zero: lowest compared OMol25 entry of this formula, charge and spin) is 261.1 kJ/mol. The value obtained for the orbital gap is 9.3 eV. The HOMO energy is -0.533 Ha. For the LUMO energy, the calculation gives -5.24 eV.